[1]
Molecular formula: C5H14N2
Method: DFT, wB97M-V/def2-TZVPD

The geometry in XYZ format:
```
21
Properties=species:S:1:pos:R:3:mulliken_charge:R:1
H 2.66629 -1.54644 -1.08296 0.229
C -1.98808 0.78817 0.07014 -0.650
H -2.68156 1.50432 0.54732 0.337
H -2.44313 -0.20606 0.03031 0.379
H -1.49324 2.19762 -1.34619 0.012
H 0.27940 1.10727 -0.59857 0.240
N -1.68971 1.14679 -1.27085 -0.397
H -0.92990 -0.20270 1.71160 0.371
H 1.47132 0.90852 0.80015 0.453
H 0.00171 -0.85235 -1.14688 0.078
H -0.95591 2.83879 -0.67452 0.218
C 0.82299 -0.79496 -0.42381 0.547
H 2.58111 0.08396 -1.10400 0.212
H -0.14875 -2.04622 1.01726 0.393
H 1.61040 -1.96386 1.23325 0.329
C 0.59440 0.55416 0.28750 -0.790
N 2.04837 -0.76319 -1.23336 -0.615
C -0.73298 0.65483 1.06525 -0.650
C 0.80470 -2.00950 0.49128 -1.479
H 0.90676 -2.94094 -0.07660 0.415
H -0.72418 1.54180 1.70366 0.367
```

Values from the calculation:
ΔE to the lowest compared entry with this formula, charge and spin in eV: 6.4149
HOMO level in hartree: -0.32283
HOMO-LUMO gap in eV: 6.96
Largest force on an atom in eV/A: 2.569
Lowest unoccupied orbital energy in hartree: -0.067
Charge: 0



[2]
Molecular formula: C4H10OS
Method: DFT, wB97M-V/def2-TZVPD

The geometry in XYZ format:
```
16
Properties=species:S:1:pos:R:3:mulliken_charge:R:1
H 0.42738 -2.23098 0.11101 0.298
H -4.38447 0.70133 0.33412 0.313
H 0.81962 -0.64906 -1.54588 0.282
H -3.06473 1.08958 1.56447 0.241
O -0.11563 0.53625 -0.09260 -0.551
H 2.11349 1.38170 -1.18636 0.376
H 0.95889 -1.04480 1.41862 0.247
C 2.22766 0.60847 -0.46801 -1.670
C 1.17309 -1.45979 0.31632 -1.301
C 0.86361 -0.23566 -0.55684 0.579
C -3.25872 0.84671 0.40587 -0.685
H 2.45424 0.84410 0.48949 0.468
H 2.96538 -0.00070 -0.74359 0.555
S -2.35763 -0.51513 -0.22629 0.102
H -2.93978 1.84801 -0.16322 0.232
H 2.11760 -1.72005 0.34288 0.513
```

Values from the calculation:
ΔE to the lowest compared entry with this formula, charge and spin in eV: 4.8410
HOMO level (spin up / spin down) in hartree: -0.33508 / -0.33609
HOMO-LUMO gap (spin up / spin down) in eV: 6.87 / 6.90
Largest force on an atom in eV/A: 7.401
Lowest unoccupied orbital energy (spin up / spin down) in hartree: -0.083 / -0.083
Charge: 0



[3]
Molecular formula: C51H50Cl2FN5O3OsSb2
Method: DFT, wB97M-V/def2-TZVPD

The geometry in XYZ format:
```
115
Properties=species:S:1:pos:R:3:mulliken_charge:R:1
H -4.83931 4.50638 0.01745 0.228
H 6.99607 -4.25305 -2.24021 0.294
N 0.48508 1.55748 -1.74823 -0.124
C 0.40862 2.00049 -2.80355 0.662
C -6.08776 1.66891 7.02368 -0.512
H -3.30673 -3.13408 0.14115 0.418
C 4.58328 -3.62168 -2.90044 -1.036
C 2.70304 -2.39637 -1.16542 0.423
H 6.93259 -4.14768 1.85533 0.396
H -5.04466 0.60740 8.56436 0.396
H 4.96878 -5.13873 0.71322 0.455
H 7.39094 -6.86080 -5.46475 0.353
O 0.74008 -2.00874 3.13242 -0.637
H -5.74585 -3.38086 0.50879 0.388
H -0.73516 1.89742 2.87561 -0.033
Cl 3.95381 1.04339 -0.44310 -0.055
H -6.90635 2.62424 5.28340 0.457
H 7.15980 -6.51414 -2.94616 0.424
C -5.27574 2.41892 0.33308 0.572
C 3.38210 5.27583 1.05441 -0.687
C 3.69495 2.67301 0.12429 0.617
H -6.07030 0.45214 0.61196 0.295
H 7.48123 -4.45367 -5.92121 0.355
H 4.45723 -4.57713 2.28226 0.468
H -0.00279 3.60887 -4.04379 0.300
H 1.83649 -1.59795 -2.96445 0.701
C 4.64574 -3.80947 -1.52777 -0.637
C 6.89789 -4.37230 -3.31459 -0.433
C 2.44233 3.08026 0.62269 -0.593
N 3.79904 -3.41100 0.71776 0.214
C -7.93449 3.26150 0.52651 -0.487
C 4.85203 -4.24418 1.32374 -0.998
H -1.98625 -1.67569 1.59289 0.374
C -5.04940 0.90179 7.52378 -0.559
C 4.76027 3.54772 0.08815 -0.763
C -3.05274 -1.74660 1.74960 -0.073
O 0.54672 -0.18633 1.89546 -0.834
N 1.36221 2.23171 0.67791 -0.702
H 6.24697 -5.32351 -6.84036 0.414
C -3.32106 1.83778 -2.82300 -0.880
C -2.97806 3.71667 -4.28095 -0.450
C -3.79621 -2.58132 0.93236 -0.584
C 6.53419 -4.98564 -5.84681 -0.835
C 0.99511 -1.37565 2.12983 0.380
H -1.40376 3.46855 0.94082 -0.123
H 3.24842 6.28252 1.41970 0.473
O 0.84741 -0.99241 -0.76619 -1.335
H -3.01388 4.15743 -5.26919 0.413
C -7.62268 1.91597 0.62801 -0.583
C 2.62084 -2.21752 -2.55368 -0.812
H 6.03734 -2.67831 2.22770 0.355
H -0.46658 2.02884 -4.68111 0.308
C -3.33873 2.39054 -4.09664 -0.720
C 1.92713 -1.96320 1.09569 0.135
C -1.64499 2.11470 3.44724 -0.989
H -2.96749 4.27881 1.04408 0.583
C 7.42697 -5.75775 -3.68219 -0.805
H 5.40023 -4.46014 -1.11892 0.540
C -4.00195 0.86878 5.34764 -0.048
H -5.50643 -0.71659 3.82989 0.406
H -3.62952 0.80509 -2.69154 0.422
H 6.48390 -3.02782 0.56165 0.306
C -2.42490 3.37269 1.31583 -0.522
H -3.66127 1.79425 -4.94036 0.414
H 4.45481 -4.55339 -5.52767 0.511
H 7.50516 -3.58055 -3.76922 0.283
H 5.50531 -3.13713 -5.57459 0.428
H 8.50660 -5.75973 -3.82323 0.368
C -6.30021 1.50238 0.53127 -0.362
C -5.75647 -2.06185 2.19747 -0.804
H 5.71107 3.20473 -0.29281 0.463
N 6.79638 -6.18250 -4.98562 -0.113
C -2.41330 3.28659 2.83066 -0.462
C 3.52209 -2.81001 -3.38139 0.206
H 5.43459 5.53146 0.52357 0.400
H -1.34005 2.38360 4.46146 0.518
H -6.89546 1.97646 7.67389 0.390
H -3.20611 -0.09111 7.09634 0.381
C 1.78494 -1.73495 -0.28112 1.860
Sb -3.24293 1.72961 0.22720 0.429
H -8.40708 1.18563 0.77973 0.425
C 3.72437 -3.20773 -0.65271 0.218
N 5.50991 -4.27022 -3.74453 0.185
H -7.16111 5.23711 0.21793 0.406
C 2.31748 4.39754 1.09564 0.803
C -2.95917 2.59961 -1.71499 0.399
C -4.01314 0.50470 6.68867 -0.695
C -5.01231 -1.20788 3.00421 -0.162
C -6.92234 4.18569 0.31068 -0.701
H -3.41866 3.35222 3.24809 0.170
Os 0.61382 0.81081 0.13588 2.391
C -3.65140 -1.02344 2.77493 -0.221
C 0.30087 2.56837 -4.13064 -1.285
C -5.06012 1.63274 4.85393 0.313
H 3.01310 -3.01161 2.59076 0.532
H -2.30508 5.51635 -3.32883 0.423
C 5.41901 -4.16219 -5.20486 -0.702
C 2.92421 -2.80058 1.53311 -0.483
C -2.57136 3.92122 -1.92012 0.149
H -8.96119 3.59046 0.60916 0.408
Sb -2.43558 0.17022 4.07692 0.890
H -5.11935 1.89309 3.80388 0.369
C -6.09381 2.03401 5.68566 -0.862
C -5.15973 -2.73140 1.14438 -0.461
H 1.26044 2.49533 -4.63984 0.412
C -5.60627 3.76530 0.21060 -0.254
H -2.28054 4.53925 -1.07973 0.291
C 6.15254 -3.47779 1.49775 -1.004
H -1.91464 4.20904 3.15943 0.391
C 4.59888 4.84822 0.54960 -0.348
H 5.90683 -6.64711 -4.78819 0.386
Cl 0.80943 4.92247 1.74450 -0.147
H -6.81147 -2.19822 2.39708 0.420
F 3.39454 -2.60348 -4.70825 -0.341
C -2.58135 4.47886 -3.19176 -0.904
```

Values from the calculation:
ΔE to the lowest compared entry with this formula, charge and spin in eV: 0.6811
HOMO level in hartree: -0.37367
HOMO-LUMO gap in eV: 4.56
Largest force on an atom in eV/A: 1.458
Lowest unoccupied orbital energy in hartree: -0.206
Charge: +2